# 1
Below is a structure of composition C42H33AuN5O2P2SSe2, with properties calculated with ωB97M-V/def2-TZVPD.

Lowest unoccupied orbital energy, eV: -4.2810
Total charge: +1

Geometry as XYZ:
```
88
Properties=species:S:1:pos:R:3:lowdin_charge:R:1
Au 0.8826 -1.3103 -1.4439 1.046
C -5.1674 -0.4203 -6.1623 -0.039
C -4.0978 -1.0989 -5.3555 -0.254
C -4.0004 -0.8989 -3.9827 -0.025
C -3.0306 -1.5460 -3.2319 -0.113
C -2.1424 -2.3967 -3.8698 -0.306
C -2.2301 -2.6285 -5.2380 -0.042
C -3.2014 -1.9752 -5.9706 -0.021
S -0.9142 -3.2384 -2.9416 0.604
O -1.2389 -3.0963 -1.5433 -0.346
O -0.7247 -4.5369 -3.5102 -0.261
N 0.5104 -2.3590 -3.1270 -0.264
C 1.6550 -3.0545 -3.5931 -0.264
C 1.7121 -3.8110 -4.7361 0.000
C 2.9078 -4.4546 -5.1102 -0.036
C 4.0515 -4.3331 -4.3709 -0.017
C 4.0346 -3.5541 -3.1939 -0.142
C 5.1633 -3.3360 -2.3723 0.027
C 5.0657 -2.5551 -1.2544 -0.019
C 3.8249 -1.9923 -0.9186 -0.087
N 2.7625 -2.1880 -1.6670 -0.024
C 2.8270 -2.9461 -2.8091 -0.149
H -5.6012 0.4186 -5.6210 0.079
H -5.9711 -1.1221 -6.3926 0.092
H -4.7718 -0.0547 -7.1095 0.085
H -4.6998 -0.2354 -3.4892 0.119
H -2.9744 -1.4157 -2.1611 0.086
H -1.5544 -3.3256 -5.7152 0.111
H -3.2766 -2.1522 -7.0363 0.122
H 0.8330 -3.9235 -5.3514 0.109
H 2.9124 -5.0496 -6.0132 0.118
H 4.9704 -4.8148 -4.6761 0.121
H 6.1068 -3.7927 -2.6440 0.131
H 5.9157 -2.3701 -0.6148 0.117
H 3.6909 -1.4020 -0.0237 0.094
Se -0.7412 3.1865 3.5771 0.411
P 0.2013 1.3209 3.7942 0.556
C 1.7015 1.3809 4.7915 -0.366
C 1.6636 1.0545 6.1419 -0.072
C 2.8049 1.2009 6.9177 -0.064
C 3.9763 1.6741 6.3480 -0.069
C 4.0120 2.0091 4.9998 -0.070
C 2.8762 1.8667 4.2229 -0.093
C -0.8681 0.0432 4.5085 -0.359
C -0.3626 -1.2274 4.7929 -0.088
C -1.1976 -2.1941 5.3266 -0.064
C -2.5330 -1.9012 5.5780 -0.068
C -3.0335 -0.6389 5.3002 -0.071
C -2.2024 0.3363 4.7660 -0.115
C 0.7908 0.5201 2.2599 -0.367
C 0.5212 0.6174 0.9021 -0.394
N 1.1916 -0.4226 0.3363 -0.231
N 1.8081 -1.1217 1.2757 -0.026
N 1.5909 -0.5631 2.4256 0.041
P -0.3621 1.7002 -0.2039 0.762
Se -0.6440 0.5023 -2.0485 0.595
C -1.9604 2.0896 0.4743 -0.412
C -2.6615 1.0901 1.1469 -0.100
C -3.9128 1.3728 1.6610 -0.064
C -4.4586 2.6410 1.4993 -0.049
C -3.7628 3.6270 0.8152 -0.056
C -2.5076 3.3548 0.2945 -0.085
C 0.5829 3.1794 -0.5879 -0.354
C 0.9281 4.0497 0.4484 -0.092
C 1.6654 5.1870 0.1667 -0.052
C 2.0551 5.4623 -1.1378 -0.054
C 1.7124 4.5973 -2.1659 -0.062
C 0.9804 3.4513 -1.8956 -0.105
H 0.7487 0.6887 6.5902 0.111
H 2.7760 0.9451 7.9683 0.110
H 4.8649 1.7855 6.9551 0.108
H 4.9258 2.3825 4.5572 0.107
H 2.9028 2.1341 3.1725 0.104
H 0.6761 -1.4568 4.5947 0.100
H -0.8061 -3.1777 5.5493 0.110
H -3.1812 -2.6593 5.9977 0.109
H -4.0702 -0.4075 5.5073 0.108
H -2.5777 1.3299 4.5542 0.052
H -2.2275 0.1062 1.2864 0.118
H -4.4570 0.6081 2.1987 0.114
H -5.4340 2.8616 1.9123 0.114
H -4.1929 4.6118 0.6947 0.115
H -1.9517 4.1272 -0.2214 0.114
H 0.6169 3.8444 1.4661 -0.001
H 1.9320 5.8598 0.9707 0.116
H 2.6286 6.3543 -1.3529 0.114
H 2.0153 4.8103 -3.1819 0.113
H 0.7271 2.7752 -2.7005 0.049
```

# 2
Below is a structure of composition C33H35N6P2Pd, with properties calculated with ωB97M-V/def2-TZVPD.

Lowest unoccupied orbital energy, eV: 2.5567
Total charge: -1
ΔE to the lowest compared entry with this formula, charge and spin, kcal per mole: 15.9

Geometry as XYZ:
```
77
Properties=species:S:1:pos:R:3:lowdin_charge:R:1
Pd 0.5962 -0.6109 1.0151 0.288
C -1.7768 3.7487 3.4232 -0.046
N -1.7922 3.2195 2.0794 -0.129
C -1.3999 3.8752 0.9390 -0.069
C -1.4898 2.9624 -0.0711 -0.133
N -1.9055 1.7581 0.4238 0.078
C -2.0724 1.9362 1.7123 -0.503
P -2.5311 0.6679 2.9260 1.107
C -0.9491 0.5275 3.7765 -0.538
N 0.2098 0.8638 3.2507 0.052
C 1.1554 0.4899 4.1692 -0.152
C 0.5585 -0.1018 5.2434 -0.082
N -0.7915 -0.0809 4.9945 -0.138
C -1.8237 -0.7135 5.7796 -0.056
C -2.3988 -0.8324 1.9177 -0.479
N -1.2900 -1.5408 1.7344 -0.027
C -1.6967 -2.7343 1.1861 -0.161
C -3.0474 -2.7330 1.0118 -0.097
N -3.4987 -1.5297 1.4817 -0.144
C -4.8518 -1.0313 1.4211 -0.054
H -1.4732 4.7925 3.3825 0.085
H -1.0644 3.2008 4.0427 0.076
H -2.7666 3.6845 3.8778 0.080
H -1.0751 4.9015 0.9615 0.108
H -1.2299 3.0830 -1.1089 0.094
H 2.2045 0.6248 3.9685 0.088
H 0.9591 -0.5443 6.1400 0.104
H -1.4121 -0.9861 6.7495 0.082
H -2.1937 -1.6155 5.2868 0.087
H -2.6604 -0.0307 5.9303 0.073
H -0.9819 -3.4965 0.9263 0.091
H -3.7154 -3.4571 0.5760 0.109
H -5.4925 -1.8077 1.0080 0.083
H -4.9096 -0.1509 0.7791 0.089
H -5.2111 -0.7645 2.4164 0.070
C -2.2004 -0.7683 -1.8784 -0.079
C -1.3095 -0.6256 -3.0851 -0.265
C -1.8908 -0.6170 -4.3552 -0.071
C -1.1265 -0.5220 -5.5060 -0.111
C 0.2550 -0.4380 -5.4000 -0.102
C 0.8389 -0.4452 -4.1438 -0.100
C 0.0835 -0.5288 -2.9720 -0.284
P 0.9185 -0.5378 -1.2830 1.007
C 2.1386 -1.8653 -1.7671 -0.296
C 1.5684 -3.1393 -1.6480 -0.118
C 2.2473 -4.2944 -1.9866 -0.108
C 3.5598 -4.2017 -2.4318 -0.112
C 4.1491 -2.9549 -2.5276 -0.073
C 3.4648 -1.7766 -2.2103 -0.266
C 4.2168 -0.4811 -2.3916 -0.052
C 1.6812 1.1108 -1.2810 -0.364
C 1.3987 2.1375 -2.1770 -0.131
C 1.7160 3.4599 -1.8903 -0.153
C 2.3006 3.7547 -0.6538 -0.142
C 2.6107 2.7520 0.2400 -0.081
C 2.3613 1.3883 -0.0465 -0.389
C 2.6962 0.3151 0.8368 -0.195
H -3.2448 -0.6056 -2.1576 0.069
H -1.9313 -0.0718 -1.0832 0.027
H -2.1126 -1.7739 -1.4594 0.063
H -2.9711 -0.6861 -4.4338 0.097
H -1.6054 -0.5154 -6.4784 0.089
H 0.8721 -0.3654 -6.2881 0.092
H 1.9178 -0.3778 -4.0646 0.095
H 0.5532 -3.2065 -1.2676 0.080
H 1.7641 -5.2595 -1.8885 0.090
H 4.1216 -5.0921 -2.6887 0.089
H 5.1799 -2.8760 -2.8592 0.101
H 5.2664 -0.6227 -2.1264 0.076
H 3.8162 0.3254 -1.7873 0.050
H 4.1863 -0.1593 -3.4374 0.078
H 0.8868 1.9126 -3.1055 0.087
H 1.4811 4.2474 -2.5970 0.075
H 2.5246 4.7858 -0.3964 0.082
H 3.0796 2.9990 1.1877 0.093
H 3.2061 0.6129 1.7528 0.010
H 3.1490 -0.5675 0.3861 0.008
```

# 3
Below is a structure of composition C32H63B4Br20ClO8S2, with properties calculated with ωB97M-V/def2-TZVPD.

Lowest unoccupied orbital energy, eV: 0.0893

Geometry as XYZ:
```
130
Properties=species:S:1:pos:R:3:lowdin_charge:R:1
C 3.1935 -2.2785 -0.2242 -0.108
C 4.4919 -2.4416 0.5928 -0.144
B 5.3685 -1.1714 0.8464 -0.294
O 6.5207 -1.3658 1.5752 0.107
B 5.0929 0.4159 0.2808 -0.359
O 6.1968 1.2000 -0.0542 0.279
B 5.9121 1.8603 -1.2498 -0.537
C 6.7432 1.5197 -2.5435 -0.085
C 5.9527 1.8730 -3.8110 -0.738
C 6.4017 1.0550 -5.0132 -0.147
Cl 6.1537 3.6141 -4.1501 0.641
O 4.8378 2.7310 -1.2334 0.261
B 3.9085 2.3401 -0.2973 -0.809
S 2.7781 3.5938 0.4629 1.029
C 1.4594 3.8031 -0.7829 -0.353
C 0.1257 3.9192 -0.0658 -0.518
O 0.0632 4.2636 1.1039 0.084
O -1.0257 3.6708 -0.7584 0.001
C -1.0415 2.4559 -1.5091 -0.188
C -1.4432 1.2664 -0.6673 -0.309
C -0.3639 0.8178 0.2958 0.017
O -1.6803 0.2146 -1.6187 -0.024
C -2.7853 -0.5147 -1.3664 -0.526
O -3.2268 -0.6957 -0.2486 0.094
C -3.4554 -1.1256 -2.5837 -0.444
S -2.2331 -1.5277 -3.8931 0.702
O 3.8551 1.0305 0.1198 0.238
H 2.3835 -2.7453 0.3239 0.025
H 3.2556 -2.8297 -1.1523 0.067
H 2.8850 -1.2565 -0.4030 0.053
H 4.2733 -2.8815 1.5630 0.078
H 5.1168 -3.1797 0.0905 0.108
H 6.6850 -0.5896 2.1206 0.037
H 7.7113 2.0056 -2.5492 0.116
H 6.8634 0.4392 -2.5408 0.124
H 4.9141 1.6390 -3.6133 0.101
H 6.0846 1.5716 -5.9122 -0.034
H 5.9572 0.0699 -4.9832 0.085
H 7.4853 1.0265 -5.0189 0.082
H 1.5117 2.9732 -1.4681 0.067
H 1.6612 4.7022 -1.3492 0.097
H -0.1145 2.2449 -2.0234 0.075
H -1.7902 2.5580 -2.2808 0.053
H -2.3449 1.5363 -0.1317 0.155
H -0.5134 -0.2094 0.5871 0.091
H -0.2938 1.4585 1.1654 0.092
H 0.6022 0.8831 -0.2015 0.084
H -4.1782 -0.4256 -2.9714 0.042
H -3.8974 -2.0641 -2.3041 0.050
H -2.5890 -0.6764 -4.8810 -0.282
Br -0.5825 1.9494 -4.8768 0.711
C -1.5669 2.7311 -6.3528 -0.671
C -3.0509 2.6443 -6.1236 -0.666
Br -3.7066 0.8337 -6.3941 0.692
H -1.2488 2.2100 -7.2492 0.052
H -1.2522 3.7706 -6.4068 0.060
H -3.5784 3.2624 -6.8467 0.063
H -3.3679 2.9246 -5.1232 0.001
Br 1.6829 -5.8383 0.2638 0.635
C 2.5773 -6.3016 1.9265 -0.685
C 1.7530 -5.9020 3.1189 -0.706
Br 1.8197 -3.9773 3.4145 0.627
H 3.5476 -5.8164 1.9071 0.048
H 2.7103 -7.3804 1.8979 0.059
H 2.1491 -6.3532 4.0249 0.021
H 0.7067 -6.1661 3.0139 0.048
Br 6.9631 2.7478 -8.0484 0.674
C 5.7729 3.7293 -9.2315 -0.683
C 4.3553 3.7034 -8.7272 -0.697
Br 3.5059 1.9824 -9.0446 0.603
H 5.8780 3.2934 -10.2188 0.049
H 6.1505 4.7490 -9.2430 0.058
H 3.7490 4.4295 -9.2634 0.057
H 4.2906 3.8925 -7.6608 0.048
Br -6.9790 -1.1050 0.1089 0.620
C -8.2019 -2.0614 -1.0632 -0.709
C -7.4564 -2.8334 -2.1151 -0.705
Br -6.7685 -1.6567 -3.5064 0.662
H -8.8765 -1.3243 -1.4858 0.053
H -8.7556 -2.7336 -0.4095 -0.044
H -8.1182 -3.5300 -2.6218 0.033
H -6.6052 -3.3723 -1.7127 0.048
Br -6.3402 6.7371 -0.8400 0.610
C -4.6299 5.9758 -0.3130 -0.696
C -3.7281 5.7499 -1.4937 -0.667
Br -4.2738 4.1876 -2.5177 0.676
H -4.8506 5.0607 0.2281 0.029
H -4.1862 6.7009 0.3653 0.063
H -2.7153 5.5325 -1.1612 0.044
H -3.7122 6.5873 -2.1826 0.052
Br -0.8915 -5.0643 8.3338 0.602
C 0.8103 -6.0008 8.3863 -0.694
C 1.3467 -6.2530 7.0031 -0.693
Br 0.4054 -7.7106 6.1182 0.623
H 0.6530 -6.9138 8.9501 0.049
H 1.4838 -5.3469 8.9352 0.059
H 2.3867 -6.5683 7.0513 0.061
H 1.2587 -5.3837 6.3580 0.028
Br 11.4143 -2.6492 4.5624 0.605
C 10.2236 -2.4110 3.0415 -0.698
C 9.9524 -0.9577 2.7672 -0.680
Br 8.7004 -0.2059 4.0527 0.653
H 9.3195 -2.9688 3.2585 0.052
H 10.7377 -2.8649 2.1981 0.059
H 9.4735 -0.8408 1.7974 0.056
H 10.8467 -0.3458 2.8071 0.051
Br -8.7492 -6.1743 -0.9126 0.638
C -8.3259 -6.2067 0.9869 -0.680
C -9.5066 -5.8000 1.8257 -0.684
Br -9.7977 -3.8781 1.7695 0.668
H -7.4687 -5.5575 1.1294 0.054
H -8.0431 -7.2342 1.2015 0.058
H -9.3246 -6.0340 2.8718 0.059
H -10.4308 -6.2678 1.5051 0.050
Br -3.4441 -1.7295 8.6140 0.596
C -1.8487 -0.6201 8.5217 -0.699
C -1.5070 -0.2498 7.1034 -0.698
Br -0.7154 -1.7473 6.1526 0.587
H -1.0546 -1.1750 9.0097 0.047
H -2.0811 0.2697 9.1020 0.056
H -0.7560 0.5366 7.0876 0.057
H -2.3718 0.0654 6.5299 0.050
Br -9.4589 6.9237 3.7545 0.606
C -7.7150 6.2233 4.2555 -0.701
C -6.8391 5.9958 3.0533 -0.705
Br -7.3606 4.4030 2.0695 0.612
H -7.8920 5.3150 4.8208 0.049
H -7.2775 6.9770 4.9058 0.056
H -5.8110 5.8210 3.3634 0.060
H -6.8709 6.8213 2.3488 0.028
```

# 4
Below is a cluster of 3 separate species, C19H47BBrN3O2 in total, with properties calculated with ωB97M-V/def2-TZVPD.

Lowest unoccupied orbital energy, eV: 0.4923
SMILES: CB(O)[C@H](CN)OCC[C@H](C)Br.CCN(CC)CC.CCN(CC)CC

Geometry as XYZ:
```
73
Properties=species:S:1:pos:R:3:lowdin_charge:R:1
C 1.2651 2.9382 3.4208 0.015
B 1.1247 4.4866 3.2176 -0.456
O 2.0794 5.3179 3.7548 0.150
C -0.0922 5.0878 2.3877 -0.252
C 0.4643 5.5640 1.0284 -0.211
N -0.2791 4.9916 -0.0939 0.012
O -0.6945 6.1719 3.0961 -0.105
C -2.0869 6.0573 3.2760 -0.210
C -2.8921 6.1046 1.9798 -0.246
C -4.2615 5.4556 2.1612 -0.757
C -4.1826 3.9371 2.1173 -0.156
Br -5.4155 6.0455 0.7007 0.677
H 2.2717 2.6399 3.6987 0.065
H 0.5642 2.6300 4.2022 0.076
H 0.9510 2.4220 2.5114 0.049
H 2.3974 5.9814 3.1398 0.104
H -0.8125 4.2911 2.1780 0.133
H 1.5414 5.3535 0.9444 0.109
H 0.3508 6.6480 1.0214 0.126
H 0.2330 5.0834 -0.9597 0.066
H -0.4695 4.0117 0.0730 0.060
H -2.3763 6.9171 3.8799 0.130
H -2.3328 5.1737 3.8775 0.122
H -2.3863 5.6166 1.1466 0.090
H -3.0169 7.1473 1.6920 0.101
H -4.6948 5.7853 3.1033 0.093
H -5.1749 3.5052 2.0141 0.062
H -3.6085 3.6359 1.2422 0.077
H -3.7172 3.5511 3.0226 0.074
C -1.1027 1.1351 -3.0298 -0.087
C 0.2744 1.3820 -2.4331 -0.276
N 0.4176 0.8574 -1.0864 -0.198
C 1.6155 1.3233 -0.4130 -0.258
C 2.9836 0.9119 -0.9705 -0.078
C 0.1058 -0.5526 -0.9253 -0.244
C 0.8979 -1.5649 -1.7634 -0.076
H -1.8842 1.5310 -2.3800 0.079
H -1.1778 1.6333 -3.9968 0.074
H -1.2950 0.0747 -3.1955 0.065
H 0.4365 2.4626 -2.3787 0.110
H 1.0360 0.9906 -3.1263 0.102
H 1.5578 1.0191 0.6358 0.102
H 1.5682 2.4188 -0.4017 0.096
H 3.2234 -0.1255 -0.7414 0.057
H 3.7625 1.5274 -0.5162 0.071
H 3.0456 1.0501 -2.0503 0.067
H -0.9565 -0.6882 -1.1404 0.101
H 0.2084 -0.8000 0.1342 0.115
H 1.0072 -1.2462 -2.8009 0.069
H 0.3733 -2.5232 -1.7718 0.060
H 1.8910 -1.7475 -1.3547 0.056
C 1.8900 -8.8669 -0.2453 -0.092
C 0.6576 -8.1846 -0.8193 -0.276
N 0.5893 -6.7689 -0.5063 -0.201
C -0.6998 -6.1731 -0.8088 -0.251
C -1.1496 -6.1135 -2.2743 -0.085
C 1.7525 -5.9866 -0.8840 -0.249
C 2.1691 -5.9749 -2.3610 -0.082
H 1.9539 -8.7091 0.8319 0.080
H 1.8347 -9.9401 -0.4313 0.072
H 2.8115 -8.5057 -0.7028 0.064
H -0.2290 -8.6549 -0.3858 0.117
H 0.6155 -8.3851 -1.9023 0.101
H -0.7106 -5.1618 -0.3919 0.107
H -1.4522 -6.7310 -0.2427 0.109
H -0.6198 -5.3444 -2.8353 0.051
H -2.2125 -5.8681 -2.3201 0.070
H -1.0123 -7.0671 -2.7846 0.066
H 2.6021 -6.3367 -0.2931 0.100
H 1.5926 -4.9571 -0.5522 0.107
H 2.1458 -6.9682 -2.8112 0.067
H 3.1933 -5.6067 -2.4484 0.071
H 1.5407 -5.3162 -2.9589 0.051
```